[1]
C4H7NO in the gas phase, computed with wB97M-V/def2-TZVPD.

## Properties
Energy (Eh): -286.45937
Charge: 0
Orbital gap (spin up / spin down) (eV): 7.469 / 9.083
ΔE to the lowest compared entry with this formula, charge and spin (kJ/mol): 452.3
Lowest unoccupied orbital energy (spin up / spin down) (eV): -1.34 / -0.06
Molecular weight (g/mol): 85.11

Cartesian coordinates (Å):
1 O 0.479 2.083 -0.765
2 N -0.961 0.267 -1.124
3 C -0.399 -0.556 -0.149
4 C 1.049 -0.123 -0.230
5 C 1.283 1.257 -0.320
6 C -1.081 -0.447 1.203
7 H -0.559 0.005 -2.029
8 H -0.345 -1.603 -0.506
9 H -2.124 -0.770 1.130
10 H 2.227 1.604 0.142
11 H -1.064 0.599 1.523
12 H 1.851 -0.854 -0.205
13 H -0.566 -1.058 1.951



[2]
C4H7NO in the gas phase, computed with wB97M-V/def2-TZVPD.

## Properties
Energy (Eh): -286.59819
Charge: 0
Orbital gap (eV): 9.696
ΔE to the lowest compared entry with this formula, charge and spin (kJ/mol): 87.8
SMILES: CC(=O)/C=C/N
Lowest unoccupied orbital energy (eV): 0.93
Molecular weight (g/mol): 85.11

Cartesian coordinates (Å):
1 O -1.206 1.132 -1.185
2 N -0.135 -0.054 2.683
3 C 0.116 -0.197 0.278
4 C -0.461 0.269 1.390
5 C -0.338 0.271 -1.060
6 C 0.361 -0.323 -2.253
7 H 0.921 -0.920 0.311
8 H -1.285 0.982 1.330
9 H -0.349 0.682 3.354
10 H -0.278 -0.222 -3.135
11 H 0.800 -0.436 2.806
12 H 1.303 0.204 -2.423
13 H 0.550 -1.389 -2.096